[1]
# H22O11

A 11-piece molecular cluster, H22O11 overall in a non-equilibrium geometry (the ωB97M-V functional and the def2-TZVPD basis, OMol25).

Geometry as ORCA input:
```
! RIJCOSX wB97M-V def2-TZVPD def2/J DEFGRID3
* xyz 0 1
O -0.342 -0.772 -0.325
H -0.667 -0.049 0.223
H -0.331 -1.531 0.270
O 1.585 -3.563 0.185
H 1.636 -2.678 0.563
H 2.209 -4.078 0.709
O 0.152 3.675 0.798
H 0.800 4.380 0.915
H 0.372 3.295 -0.060
O -2.487 3.219 -2.959
H -3.347 3.654 -2.943
H -2.328 2.980 -2.039
O 1.655 2.729 -2.491
H 1.234 1.974 -2.916
H 2.480 2.842 -2.976
O -1.768 -1.815 -1.843
H -2.715 -1.641 -1.889
H -1.377 -0.946 -1.696
O 0.456 1.492 2.672
H 0.264 2.183 3.317
H 0.576 1.971 1.844
O -3.634 -1.322 3.390
H -2.827 -0.830 3.582
H -4.157 -0.714 2.855
O -2.070 -0.675 0.928
H -2.041 -1.186 0.111
H -1.561 -1.202 1.553
O 2.916 -1.679 -2.910
H 3.394 -2.022 -2.147
H 2.215 -2.323 -3.057
O 3.517 -1.530 2.391
H 3.248 -0.780 1.849
H 3.084 -1.375 3.238
*
```

Calculated values
SMILES: O.O.O.O.O.O.O.O.O.O.O
Kohn-Sham gap (Ha): 0.3806
E_LUMO (eV): -0.02
HOMO level (eV): -10.378

***

[2]
# H22O11

A 11-piece molecular cluster, H22O11 overall (the ωB97M-V functional and the def2-TZVPD basis, OMol25).

Geometry as ORCA input:
```
! RIJCOSX wB97M-V def2-TZVPD def2/J DEFGRID3
* xyz 0 1
O -3.699 -0.676 0.720
H -4.036 -0.384 -0.127
H -3.885 -1.614 0.741
O 1.957 0.529 4.860
H 1.834 1.255 4.249
H 1.069 0.269 5.105
O 0.212 0.605 -0.427
H -0.529 0.189 0.013
H -0.154 0.945 -1.244
O 4.265 -2.528 0.549
H 4.583 -3.252 1.090
H 3.482 -2.216 1.002
O -2.737 -0.697 5.208
H -2.837 -1.474 5.758
H -3.043 -0.974 4.344
O 0.975 0.773 -5.146
H 1.685 0.360 -4.654
H 1.269 0.751 -6.056
O -2.640 -1.684 -5.071
H -2.517 -0.735 -5.084
H -1.757 -2.040 -4.966
O 0.571 -4.794 2.031
H -0.267 -4.423 1.754
H 0.342 -5.409 2.729
O -3.705 4.931 -2.368
H -4.420 5.550 -2.218
H -3.513 4.572 -1.501
O 1.033 3.885 2.429
H 0.172 4.120 2.085
H 1.547 3.656 1.655
O 4.735 0.424 -2.722
H 4.334 -0.180 -2.098
H 5.675 0.266 -2.640
*
```

Calculated values
SMILES: O.O.O.O.O.O.O.O.O.O.O
Kohn-Sham gap (Ha): 0.4027
E_LUMO (eV): -0.18
HOMO level (eV): -11.136

***

[3]
# H22O11

A 11-piece molecular cluster, H22O11 overall in a non-equilibrium geometry (the ωB97M-V functional and the def2-TZVPD basis, OMol25).

Geometry as ORCA input:
```
! RIJCOSX wB97M-V def2-TZVPD def2/J DEFGRID3
* xyz 1 2
O -1.236 -1.645 2.672
H -1.902 -1.397 2.030
H -1.503 -2.515 2.969
O -3.451 1.113 -1.099
H -2.610 0.781 -1.414
H -3.970 1.244 -1.892
O 2.390 1.783 0.733
H 1.682 1.711 1.374
H 2.278 1.020 0.166
O 0.588 0.106 -0.236
H -0.030 -0.623 -0.179
H 0.058 0.884 -0.060
O -1.041 2.652 0.558
H -1.899 2.819 0.950
H -0.781 3.492 0.182
O 0.354 2.024 2.756
H 0.734 2.876 2.969
H -0.106 2.167 1.929
O -0.801 -2.420 -0.229
H -1.686 -2.152 0.017
H -0.788 -3.366 -0.087
O 0.445 -2.890 -3.154
H 0.560 -2.585 -2.254
H 0.594 -3.834 -3.109
O 2.540 -1.659 -1.302
H 1.876 -0.971 -1.338
H 2.532 -1.953 -0.391
O -0.333 4.007 -2.351
H -0.058 3.280 -1.793
H -0.505 3.604 -3.203
O 2.094 -2.517 1.211
H 2.386 -3.156 1.861
H 1.588 -1.878 1.713
*
```

Calculated values
Kohn-Sham gap (alpha / beta) (Ha): 0.4041 / 0.1206
E_LUMO (alpha / beta) (eV): -3.32 / -10.54
HOMO level (alpha / beta) (eV): -14.320 / -13.819

***

[4]
# H23O11

A 11-piece molecular cluster, H23O11 overall in a non-equilibrium geometry (the ωB97M-V functional and the def2-TZVPD basis, OMol25).

Geometry as ORCA input:
```
! RIJCOSX wB97M-V def2-TZVPD def2/J DEFGRID3
* xyz 1 1
O 1.759 -1.956 -4.196
H 1.627 -1.173 -3.618
H 1.265 -2.580 -3.970
O 0.017 3.590 0.390
H -0.781 3.479 -0.022
H -0.095 3.502 1.313
O -2.980 1.804 1.547
H -1.121 0.716 -2.220
H -0.067 -0.718 1.978
O 3.748 1.419 0.477
H 3.439 2.298 0.530
H 3.018 0.805 -0.027
O 3.598 -0.001 2.600
H 3.572 -0.932 2.351
H 3.782 0.928 1.509
O -2.426 -2.042 0.097
H -3.107 -2.533 -0.137
H -3.765 1.858 2.179
O -0.907 -0.254 2.171
H -2.730 0.768 1.698
O -2.811 1.147 -2.175
H -2.871 0.868 -1.331
H -3.396 0.411 -2.598
O 1.466 0.074 -0.361
H 0.809 0.939 -0.596
H 1.274 -0.418 -1.118
O -0.663 0.241 -1.642
H 0.762 -2.729 -0.529
H -1.263 -0.622 -1.626
O 0.618 -2.828 0.465
H -2.943 -1.756 0.979
H -0.124 -3.379 0.698
H 2.800 -0.012 3.245
H -1.506 -0.913 1.940
*
```

Calculated values
Kohn-Sham gap (Ha): 0.3943
E_LUMO (eV): -3.29
HOMO level (eV): -14.016

***

[5]
# H23O11

A 11-piece molecular cluster, H23O11 overall in a non-equilibrium geometry (the ωB97M-V functional and the def2-TZVPD basis, OMol25).

Geometry as ORCA input:
```
! RIJCOSX wB97M-V def2-TZVPD def2/J DEFGRID3
* xyz 1 1
O -0.291 -0.131 0.009
H -0.299 -1.147 -0.035
H 0.402 0.132 0.679
H -1.137 0.020 0.337
O -2.067 -1.959 -0.871
H -3.028 -1.869 -0.964
H -1.799 -1.783 -1.672
O 0.471 -2.729 0.003
H 1.227 -2.182 0.302
H 0.850 -2.693 -0.927
O -2.361 1.191 1.389
H -2.663 2.053 1.742
H -3.066 0.768 0.939
O 1.340 -1.701 -1.847
H 1.741 -2.169 -2.633
H 2.159 -1.181 -1.786
O -1.606 -1.080 2.470
H -2.009 -1.773 3.048
H -1.817 -0.297 3.001
O 2.675 -1.193 1.204
H 3.388 -0.934 0.697
H 2.647 -0.663 2.083
O 0.686 1.552 -2.189
H 0.618 2.547 -2.288
H 0.805 1.049 -2.911
O 0.657 1.076 2.272
H 1.408 1.490 2.639
H 0.049 1.441 2.924
O 2.221 2.769 -0.262
H 3.140 2.726 -0.096
H 1.990 2.123 -0.840
O -2.273 1.238 -1.888
H -1.330 1.289 -2.284
H -2.726 2.022 -2.242
*
```

Calculated values
Kohn-Sham gap (Ha): 0.3936
E_LUMO (eV): -3.07
HOMO level (eV): -13.786

***

[6]
# H23O11

A 11-piece molecular cluster, H23O11 overall in a non-equilibrium geometry (the ωB97M-V functional and the def2-TZVPD basis, OMol25).

Geometry as ORCA input:
```
! RIJCOSX wB97M-V def2-TZVPD def2/J DEFGRID3
* xyz 1 1
O 1.838 2.020 1.761
H 1.384 2.453 2.482
H 2.686 2.420 1.560
O -0.526 -3.242 -2.913
H -0.952 -4.055 -2.602
H -0.337 -3.427 -3.844
O 1.802 -2.861 -1.120
H -0.019 -0.430 -2.291
H 0.127 -1.476 3.204
O -2.846 3.444 -0.485
H -3.153 3.538 -1.385
H -2.455 0.576 -0.209
O -1.737 -0.483 2.725
H -2.621 -0.160 2.892
H -2.943 4.261 0.001
O 3.676 1.179 -1.849
H 4.441 0.669 -1.575
H 1.921 -3.702 -1.566
O 0.167 -1.742 4.144
H 1.260 -2.366 -1.746
O 1.193 1.493 -1.105
H 1.830 2.210 -1.215
H 1.764 0.798 -0.764
O -2.714 -0.382 -0.290
H -1.969 -0.566 -1.132
H -2.548 -0.593 0.701
O -0.656 -0.203 -1.610
H 0.175 1.544 0.489
H -0.047 -0.007 -0.825
O -0.359 0.763 0.886
H 3.993 2.074 -2.011
H 0.303 0.169 1.262
H -1.352 -1.069 3.431
H -0.174 -2.649 4.011
*
```

Calculated values
Kohn-Sham gap (Ha): 0.4152
E_LUMO (eV): -2.67
HOMO level (eV): -13.966

***

[7]
# H24KrO12

H24KrO12 as an isolated structure (the ωB97M-V functional and the def2-TZVPD basis, OMol25).

Geometry as ORCA input:
```
! RIJCOSX wB97M-V def2-TZVPD def2/J DEFGRID3
* xyz 0 1
Kr 9.529 -0.570 -11.871
O 6.292 0.074 -13.450
H 6.402 0.704 -12.737
H 5.415 0.250 -13.792
O 12.064 -0.951 -15.270
H 11.627 -0.122 -15.076
H 11.897 -1.098 -16.201
O 7.372 -3.776 -12.344
H 8.169 -4.048 -12.801
H 6.805 -3.434 -13.035
O 9.157 3.303 -12.401
H 8.564 3.099 -13.124
H 8.722 2.950 -11.626
O 10.572 -2.087 -9.150
H 10.823 -2.487 -8.317
H 10.908 -2.688 -9.815
O 11.379 -4.013 -11.221
H 10.781 -4.559 -11.732
H 11.927 -3.580 -11.874
O 11.833 2.054 -11.887
H 11.206 2.056 -12.611
H 11.385 1.583 -11.184
O 8.228 1.390 -15.026
H 7.575 0.835 -14.600
H 7.828 2.259 -15.044
O 11.328 0.540 -9.317
H 10.769 1.097 -8.776
H 11.018 -0.349 -9.146
O 6.684 1.590 -10.752
H 6.032 1.979 -10.169
H 7.032 0.846 -10.261
O 10.945 1.865 -14.483
H 10.040 1.582 -14.616
H 11.051 2.612 -15.072
O 7.619 -0.745 -9.060
H 8.554 -0.907 -9.184
H 7.242 -1.613 -8.915
*
```

Calculated values
Kohn-Sham gap (Ha): 0.3434
E_LUMO (eV): 0.04
HOMO level (eV): -9.309

***

[8]
# H24LiO16PZr

H24LiO16PZr as an isolated structure in a non-equilibrium geometry (the ωB97M-V functional and the def2-TZVPD basis, OMol25).

Geometry as ORCA input:
```
! RIJCOSX wB97M-V def2-TZVPD def2/J DEFGRID3
* xyz 2 1
Li -2.964 -0.022 2.192
Zr 1.778 0.776 0.340
P -0.655 -0.116 0.489
O 0.338 -0.076 1.674
O 0.487 -0.740 -0.320
O -0.251 1.324 0.096
O -2.012 -0.776 0.624
O -2.030 -3.223 1.549
H -1.325 -3.149 2.206
H -2.167 -2.317 1.199
O 1.500 3.053 -0.850
H 2.085 3.810 -0.698
H 0.725 3.421 -1.308
O -0.890 -1.180 -3.636
H -1.591 -1.617 -4.135
H -0.866 -1.660 -2.795
O -0.976 1.508 -2.537
H -0.831 0.630 -2.947
H -0.892 1.365 -1.589
O -4.005 -1.298 -1.134
H -4.339 -0.417 -1.342
H -3.186 -1.150 -0.632
O -0.280 -3.196 -1.221
H 0.017 -2.294 -1.022
H -1.076 -3.336 -0.682
O 2.171 0.675 -1.896
H 2.800 1.218 -2.400
H 1.906 -0.040 -2.505
O 3.021 -1.171 -0.060
H 3.331 -1.553 -0.897
H 2.662 -1.927 0.441
O 1.392 2.386 1.846
H 1.951 3.169 1.705
H 0.602 2.725 2.297
O 2.942 0.090 2.167
H 2.792 0.271 3.110
H 3.801 -0.367 2.128
O -2.270 3.046 -0.012
H -2.017 3.865 -0.452
H -1.438 2.549 0.144
O -0.256 -1.765 3.674
H 0.312 -1.304 4.298
H -0.291 -1.188 2.893
*
```

Calculated values
Kohn-Sham gap (Ha): 0.2725
E_LUMO (eV): -8.23
HOMO level (eV): -15.644

***

For the records above, the corresponding total energy values read -840.74651 -840.78535 -840.42854 -841.02707 -841.10634 -841.12885 -3670.89584 -1613.86907 hartree.
For the records above, the corresponding ΔE to the lowest compared entry with this formula, charge and spin values read 83.9 59.5 28.3 160.1 110.3 96.2 14.8 41.4 kcal/mol.